(1)
{
  "formula": "C22H35Cl2CuN4O3",
  "method": "ωB97M-V/def2-TZVPD",
  "symbols": ["O", "C", "C", "C", "H", "C", "H", "C", "H", "C", "H", "C", "H", "H", "C", "C", "H", "H", "H", "C", "C", "H", "H", "H", "H", "Cu", "Cl", "Cl", "H", "H", "C", "C", "N", "H", "C", "O", "H", "H", "H", "H", "H", "H", "C", "C", "N", "H", "C", "O", "H", "H", "H", "H", "C", "C", "C", "C", "N", "N", "C", "H", "H", "H", "H", "H", "H", "H", "H"],
  "coordinates": [[1.870579, 1.044805, -2.749435], [2.927030, 1.358991, -2.198504], [4.079647, 0.466785, -1.891174], [3.792749, -0.827962, -1.426548], [2.770168, -1.068272, -1.105688], [4.817485, -1.765088, -1.298932], [4.594404, -2.752263, -0.871065], [6.119296, -1.412969, -1.688921], [6.916341, -2.163810, -1.673990], [6.433686, -0.082942, -2.019854], [7.473409, 0.208052, -2.192061], [5.415158, 0.865887, -2.104887], [5.603106, 1.916573, -2.326119], [2.998187, 2.382545, -1.748020], [1.394938, 2.834366, 1.422525], [1.611263, 1.563842, 2.144748], [2.277219, 3.501161, 1.420470], [0.537118, 3.368500, 1.849278], [1.075520, 2.616535, 0.388616], [2.759815, 0.893136, 2.283802], [3.844960, 1.112546, 3.312210], [3.013966, 0.102732, 1.567895], [4.805484, 1.076141, 2.776692], [3.858641, 0.289234, 4.041545], [3.678751, 2.069501, 3.837655], [0.226363, 0.285581, 1.943662], [0.521500, -0.857156, 0.041102], [0.437270, 0.243022, 4.096044], [1.758092, -2.276731, -4.769026], [-0.100721, -3.808863, -3.764220], [1.665272, -1.874312, -3.743855], [-0.376601, -3.053768, -3.013860], [0.266488, -1.796525, -3.346719], [2.102288, -0.869487, -3.710909], [-0.433585, -0.636073, -3.263845], [-1.599881, -0.551398, -2.864689], [-1.459355, -2.894155, -2.997321], [0.175391, 0.246829, -3.567089], [2.209701, -2.539480, -3.053615], [-0.039447, -3.402831, -2.023885], [-3.503614, 4.238796, -1.134269], [-2.658084, 3.371328, -3.440293], [-2.462475, 4.165393, -0.795642], [-1.657572, 3.353613, -2.985225], [-1.757829, 3.145863, -1.552209], [-2.436027, 3.916799, 0.266201], [-1.304871, 2.029366, -0.951351], [-1.427137, 1.806208, 0.261715], [-1.070511, 2.540492, -3.420338], [-0.786653, 1.328134, -1.629859], [-1.993027, 5.141647, -0.963981], [-1.172701, 4.317357, -3.189564], [-4.068120, -2.814837, 0.679709], [-3.408695, -1.710713, 1.390610], [-3.879919, -0.583775, 2.071604], [-2.741860, 0.151347, 2.491736], [-1.644600, -0.500732, 2.061540], [-2.066328, -1.629779, 1.439574], [-2.638913, 1.446553, 3.169589], [-4.058933, -3.748601, 1.261460], [-5.113351, -2.571855, 0.471709], [-3.568514, -3.017498, -0.279280], [-4.905037, -0.302876, 2.204923], [-1.397193, -2.252844, 0.971049], [-3.532753, 1.652111, 3.760992], [-1.760783, 1.456380, 3.827145], [-2.509496, 2.248648, 2.431893]],
  "forces_ev_per_angstrom": [[2.4, 0.5, 0.8], [-1.6, 0.6, 0.6], [0.1, -0.8, -0.4], [0.0, 0.0, 0.1], [0.3, 0.1, -0.2], [0.3, 0.3, -0.1], [0.2, 0.4, -0.4], [0.0, 0.2, 0.3], [-0.3, 0.3, 0.1], [-0.2, -0.2, 0.0], [-0.4, -0.1, 0.0], [-0.7, -0.2, 0.2], [0.2, -0.3, -0.1], [0.2, -0.2, -0.5], [-1.0, 1.0, 0.9], [1.7, 0.1, -2.2], [-0.2, -0.2, 0.0], [0.0, 0.3, -0.1], [0.3, 0.1, 0.1], [1.3, 0.0, 0.1], [-0.1, 0.4, -0.6], [-0.5, -0.7, 0.5], [0.1, 0.2, 0.4], [-0.2, 0.2, 0.0], [0.3, -0.4, -0.1], [-0.6, -0.2, -0.6], [0.7, -0.7, -1.1], [-0.4, -0.4, 2.5], [0.0, 0.0, 0.3], [-0.2, 0.1, 0.1], [-0.2, 0.2, -0.2], [0.1, 0.1, 0.2], [-0.2, -0.1, -0.2], [-0.1, -0.4, 0.0], [-0.4, 0.0, 0.4], [1.0, -0.1, -0.7], [0.3, -0.1, 0.0], [-0.5, -0.6, 0.1], [-0.2, 0.3, -0.2], [-0.1, 0.1, -0.2], [0.0, 0.0, 0.1], [0.2, -0.1, 0.0], [0.0, 0.0, -0.2], [0.0, -0.1, 0.3], [-0.3, 0.6, -0.3], [0.0, 0.0, -0.2], [0.3, -0.8, 1.8], [0.0, 0.5, -1.7], [-0.1, 0.1, 0.0], [-0.2, 0.2, 0.3], [0.0, -0.1, 0.1], [0.0, -0.2, 0.0], [-0.5, -0.7, -0.3], [0.4, 1.2, 0.8], [0.3, -0.4, -0.2], [0.5, -2.1, -1.4], [-1.5, -0.4, 0.3], [-0.1, 0.5, 0.1], [0.2, 0.8, 0.4], [0.0, 0.2, -0.1], [0.1, 0.0, 0.0], [-0.1, 0.1, 0.2], [-0.3, 0.0, 0.1], [-0.2, 0.9, 0.3], [0.0, 0.0, 0.0], [-0.2, 0.0, -0.1], [0.0, -0.2, 0.1]],
  "nbo_charge": [-0.551, 0.449, -0.185, -0.112, 0.268, -0.229, 0.220, -0.200, 0.207, -0.234, 0.211, -0.187, 0.212, 0.124, -0.673, -0.189, 0.178, 0.201, 0.207, -0.263, -0.651, 0.173, 0.182, 0.215, 0.197, 1.024, -0.840, -0.762, 0.172, 0.178, -0.412, -0.420, -0.431, 0.242, 0.534, -0.661, 0.234, 0.146, 0.199, 0.208, 0.182, 0.184, -0.418, -0.395, -0.437, 0.248, 0.540, -0.658, 0.224, 0.162, 0.183, 0.182, -0.641, 0.149, -0.356, 0.187, -0.336, -0.318, -0.676, 0.212, 0.221, 0.225, 0.205, 0.436, 0.199, 0.277, 0.236],
  "charge": -1,
  "e_lumo_ha": [0.0870, 0.0870],
  "multiplicity": 2,
  "e_homo_ev": [-2.5, -2.6]
}


(2)
{
  "formula": "C13H27NO2P",
  "method": "ωB97M-V/def2-TZVPD",
  "symbols": ["C", "O", "C", "C", "C", "C", "C", "C", "C", "C", "C", "C", "C", "P", "O", "C", "N", "H", "H", "H", "H", "H", "H", "H", "H", "H", "H", "H", "H", "H", "H", "H", "H", "H", "H", "H", "H", "H", "H", "H", "H", "H", "H", "H"],
  "coordinates": [[-1.081026, -0.724419, 3.797447], [-1.108716, 0.719744, 3.929622], [-1.399299, 1.381729, 2.669256], [-0.094666, 1.491072, 1.680450], [-0.057835, 2.879822, 0.859642], [0.929172, 2.895752, -0.416240], [0.549987, 1.841623, -1.585103], [1.940650, 1.263158, -2.186190], [1.869314, -0.261237, -2.719256], [2.588976, -1.319256, -1.688471], [1.507444, -1.619554, -0.518146], [0.598805, -2.935268, -0.765872], [-0.756027, -2.750651, 0.146666], [-1.957053, -1.470298, -0.553606], [-3.524913, -2.104658, -0.921862], [-4.357096, -0.912760, -0.981088], [-4.968979, 0.095804, -1.339162], [-0.418770, -1.201196, 4.623666], [-0.636880, -0.984969, 2.767604], [-2.111681, -1.234317, 3.865852], [-1.717927, 2.464776, 2.935795], [-2.258591, 0.777557, 2.169139], [0.827613, 1.506795, 2.395528], [-0.031737, 0.552134, 1.019038], [-1.140818, 3.234997, 0.618410], [0.355939, 3.683311, 1.599596], [2.028841, 2.835241, -0.062693], [0.821472, 3.956192, -0.893154], [-0.214592, 1.037890, -1.281581], [0.053647, 2.439807, -2.456212], [2.296751, 1.963154, -3.048921], [2.801180, 1.304298, -1.399417], [2.527761, -0.303305, -3.681607], [0.802559, -0.581931, -3.006985], [2.977770, -2.256366, -2.228836], [3.514217, -0.834116, -1.171554], [1.996553, -1.710782, 0.520308], [0.781219, -0.715689, -0.506532], [0.288142, -3.080253, -1.864193], [1.157434, -3.840062, -0.313558], [-0.419581, -2.489316, 1.232026], [-1.339455, -3.749074, 0.218414], [-1.448662, -0.905182, -1.793009], [-2.171140, -0.340197, 0.334788]],
  "forces_ev_per_angstrom": [[0.4, -0.6, -0.1], [-0.2, -0.9, -1.1], [0.4, 0.3, -0.3], [0.1, 0.3, 1.1], [0.1, 0.4, 0.6], [-1.1, 1.0, 0.0], [1.1, 1.1, -0.7], [0.2, -0.4, -0.1], [2.0, -0.1, -0.6], [-0.7, 0.8, 0.6], [-0.2, -0.3, -0.5], [-0.3, 0.9, 0.9], [0.3, -1.3, 0.3], [0.2, -0.3, 0.1], [0.0, 4.3, 0.9], [-1.7, 2.9, -2.9], [3.8, -6.4, 2.6], [-1.1, 1.1, -1.4], [-0.4, 0.2, 1.4], [1.2, 1.1, -0.1], [0.3, -2.0, -0.5], [1.1, 1.3, 0.6], [-1.6, -0.3, -1.3], [0.0, 1.4, 0.8], [1.9, -0.7, 0.1], [-0.8, -1.4, -1.3], [-1.9, -0.3, -0.6], [0.3, -1.8, 0.9], [1.3, 1.0, -0.2], [0.7, -1.2, 1.6], [-0.8, -1.3, 1.5], [-1.7, 0.0, -1.2], [-1.4, 0.0, 1.5], [1.5, 0.4, 0.5], [-0.9, 1.3, 0.9], [-1.7, -0.7, -1.2], [-0.8, 0.2, -1.6], [1.3, -1.2, 0.2], [0.7, 0.1, 1.7], [-1.1, 1.3, -1.1], [-1.0, 0.0, -1.9], [0.7, 1.6, -0.2], [-0.5, -0.5, 0.9], [0.1, -0.9, -0.6]],
  "nbo_charge": [-0.263, -0.541, -0.059, -0.454, -0.417, -0.414, -0.413, -0.419, -0.413, -0.413, -0.418, -0.399, -0.748, 1.279, -0.664, 0.442, -0.225, 0.224, 0.131, 0.181, 0.222, 0.138, 0.240, 0.162, 0.210, 0.231, 0.218, 0.231, 0.154, 0.230, 0.235, 0.209, 0.234, 0.183, 0.229, 0.229, 0.232, 0.178, 0.227, 0.259, 0.302, 0.301, 0.068, 0.078],
  "charge": 1,
  "e_lumo_ha": -0.1835,
  "e_homo_ev": -12.7
}